DFT (ωB97M-V/def2-TZVPD) results for a single C24H23ClN2 molecule in a non-equilibrium geometry.

Last column: Mulliken charge in e.
Geometry (Å):
Cl 2.11 -4.95 1.45  -0.2246
N -0.21 -0.54 0.04  0.6394
N 2.83 1.64 1.77  -0.5924
C -1.37 -1.22 -0.42  -0.6911
C -3.28 -2.66 -0.09  0.7337
C -2.13 -1.80 1.86  -0.1161
C -2.24 -1.88 0.45  1.1038
C 2.88 -2.49 2.12  -0.5645
C -1.61 -1.26 -1.80  -0.3025
C -0.22 0.84 -0.07  -0.5907
C -2.97 -2.48 2.72  -0.8050
C 2.81 -1.12 2.13  -0.6330
C 3.89 4.90 0.10  -0.8821
C 2.87 7.11 -0.42  -1.4249
C 1.84 0.99 1.24  0.6482
C 3.58 3.43 0.30  -0.3514
C -3.51 -2.70 -1.51  -0.8680
C 0.77 1.60 0.46  -0.8371
C -2.67 -1.97 -2.33  -0.8461
C -4.10 -3.42 0.78  -0.8650
C 1.83 -0.46 1.38  0.3651
C 2.55 5.69 0.00  0.0490
C 0.93 -2.59 0.73  -0.5731
C 1.97 -3.25 1.39  -0.1970
C 0.86 -1.18 0.70  0.7200
C 2.98 3.11 1.70  -0.8569
C -3.95 -3.32 2.20  -0.5531
H 3.64 7.58 0.12  0.3735
H 3.49 -0.54 2.71  0.5256
H -4.34 -3.29 -1.91  0.3841
H 3.15 7.12 -1.49  0.3410
H -2.88 -2.36 3.79  0.4237
H 2.87 3.07 -0.46  0.3042
H 3.69 -3.00 2.68  0.3664
H 1.86 5.22 -0.75  0.1696
H -2.84 -1.99 -3.40  0.4011
H -0.94 -0.74 -2.51  0.4469
H 4.51 2.86 0.18  0.2838
H -4.87 -4.03 0.32  0.3765
H 0.19 -3.18 0.24  0.5924
H 1.95 7.70 -0.27  0.3688
H 2.12 5.68 1.00  0.2308
H -1.02 1.34 -0.62  0.4205
H -4.64 -3.81 2.87  0.3863
H 2.01 3.60 1.92  0.3171
H 0.73 2.66 0.28  0.3944
H 4.57 5.26 0.91  0.3020
H 4.47 4.99 -0.79  0.4029
H -1.38 -1.12 2.31  0.3484
H 3.69 3.44 2.46  0.3554

HOMO energy, eV: -7.56
Relative energy (zero: lowest compared OMol25 entry of this formula, charge and spin), eV: 0.062
LUMO, eV: -0.06
SMILES: CCCCC/N=c1\ccn(-c2cccc3ccccc23)c2cc(Cl)ccc12
HOMO-LUMO gap, eV: 7.497

---

DFT (ωB97M-V/def2-TZVPD) results for a molecular structure, C24H23ClN5O3PtS3Sb.

Last column: Mulliken charge in e.
Geometry (Å):
Pt 0.81 -1.26 0.85  0.5067
Sb 5.36 -1.65 2.12  0.3711
Cl -1.94 -2.20 -3.30  -0.1605
S 4.07 -3.65 2.01  -0.1344
S 3.65 -1.30 0.46  0.0019
S 3.38 -1.26 3.37  -0.0231
O 0.77 -2.61 -0.76  -0.7987
O -1.20 -1.74 -0.35  -0.5807
O 1.09 0.26 -0.49  -0.4855
N -0.21 0.98 -2.23  1.0098
N 0.14 -0.77 3.56  -0.9238
N 0.48 -2.64 2.23  0.3451
N -0.26 0.83 -3.59  -0.0514
N 0.49 -0.13 2.47  1.2593
C 0.16 4.04 2.60  -0.5503
C -2.42 2.57 0.25  -0.7017
C 0.29 -4.84 3.10  -0.8170
C -1.48 1.18 -4.31  -1.0167
C 1.24 2.07 1.75  -0.1455
C -2.26 3.91 -0.07  -0.5806
C -1.76 1.59 -0.48  -0.0653
C 0.55 -3.97 2.07  -0.2304
C -0.59 1.87 3.32  -0.3034
C 0.77 -0.58 -5.34  -1.6982
C 1.12 3.45 1.80  -0.6546
C 0.65 -0.10 -3.94  0.6669
C 0.16 -2.10 3.44  0.2465
C 1.33 -0.50 -2.82  -1.0263
C -0.74 3.32 -1.84  0.0061
C -0.69 3.25 3.37  -0.6582
C 0.78 0.20 -1.73  0.2772
C -0.93 1.99 -1.51  -0.4200
C -1.03 -3.27 -2.20  -0.6446
C -0.12 -2.95 4.53  -0.6748
C -0.48 -2.48 -1.03  0.6532
C -0.05 -4.30 4.36  -0.2517
C -1.43 4.29 -1.12  -0.7718
C 0.38 1.28 2.50  0.0294
H -1.88 0.54 -0.25  0.5064
H -0.22 -3.73 -2.75  0.3338
H -2.28 0.47 -4.08  0.3016
H 0.86 0.25 -6.04  0.4063
H -1.79 2.18 -4.04  0.3562
H 0.08 5.12 2.64  0.4397
H 0.35 -5.90 2.94  0.4380
H -3.06 2.28 1.07  0.4525
H -1.72 -4.02 -1.83  0.4112
H -1.30 5.33 -1.36  0.4245
H -2.78 4.67 0.50  0.4512
H 1.99 1.60 1.13  0.3881
H 2.14 -1.21 -2.77  0.4553
H -0.11 -1.17 -5.62  0.3121
H -0.26 -4.97 5.18  0.4147
H -0.37 -2.50 5.48  0.5294
H -1.43 3.71 4.00  0.4006
H 1.79 4.06 1.21  0.4375
H 1.65 -1.21 -5.44  0.4091
H -0.06 3.60 -2.64  0.5950
H 0.83 -4.31 1.08  0.6264
H -1.25 1.15 -5.37  0.4036
H -1.24 1.24 3.90  0.5028

HOMO energy (alpha / beta), eV: -9.38 / -10.86
Multiplicity: 6
Total charge: +1
LUMO (alpha / beta), eV: -2.93 / -5.04
HOMO-LUMO gap (alpha / beta), eV: 6.446 / 5.817
<S²>: 8.800

---

DFT (ωB97M-V/def2-TZVPD) results for a molecular structure, C24H23F6N8O9RuS5 in a non-equilibrium geometry.

Last column: Mulliken charge in e.
Geometry (Å):
Ru -0.34 0.33 -0.30  3.5716
S 1.57 2.48 -2.32  1.0235
S -0.87 -1.95 1.78  1.4447
S -2.36 3.13 2.99  -0.2474
S 0.91 -0.12 -2.71  0.9161
S 3.56 0.88 2.41  -0.2800
F 1.16 -2.23 -4.30  -0.2063
F 0.34 -0.49 -5.30  -0.2181
F 3.84 1.65 -1.21  -0.1603
F 3.94 1.86 -3.36  -0.2293
F 3.94 3.61 -2.10  -0.2304
F 2.44 -0.57 -4.80  -0.1784
O -1.35 -1.68 -1.93  -0.6640
O -0.76 -0.77 2.61  -0.7546
O 1.31 3.80 -2.81  -0.7185
O 1.19 2.20 -0.93  -0.7197
O -2.23 -2.36 1.46  -0.9298
O -1.88 0.37 -3.55  -0.2411
O 2.12 -0.54 -1.97  -1.0356
O -1.26 -3.97 -2.04  -0.7780
O -2.79 -0.38 -0.30  -0.7099
N -3.44 1.85 0.88  -0.0992
N 1.12 1.39 -3.34  -0.8099
N 3.09 -0.90 0.45  -0.1373
N -2.25 2.68 -3.71  0.0134
N -1.49 1.84 -1.80  0.8744
N 0.03 -1.72 0.45  0.5505
N -1.14 1.60 1.35  1.6757
N 1.36 0.54 1.18  1.1264
C 1.14 1.51 2.14  -0.9821
C -1.45 4.08 -0.57  0.2191
C -0.98 -2.86 -1.63  0.4546
C 1.24 -0.91 -4.40  0.4891
C -2.31 5.91 -1.90  -0.6091
C 2.20 1.81 2.89  -0.4630
C -1.79 5.41 -0.71  -1.0873
C -0.20 2.03 2.26  -0.8211
C -1.84 1.59 -3.03  -0.8526
C 1.14 -5.50 3.75  0.9861
C -2.34 2.07 1.61  -0.8969
C -1.67 3.23 -1.65  0.0359
C 1.30 -3.41 2.55  0.3000
C -0.09 -3.30 2.59  -0.3756
C 0.18 -2.84 -0.44  -1.3295
C -2.50 5.10 -3.00  -1.2105
C 1.90 -4.52 3.13  -1.0225
C 3.44 2.38 -2.25  0.4444
C -0.24 -5.34 3.82  -0.8141
C -2.16 3.76 -2.85  0.5543
C 1.80 -6.72 4.35  -1.5004
C 2.59 0.10 1.19  -0.5534
C -0.86 -4.25 3.24  -0.6628
C -0.66 2.86 3.20  -0.2791
H 1.88 -2.65 2.06  0.2370
H -1.00 3.70 0.33  0.2971
H 2.84 -6.81 4.03  0.3503
H -1.94 -4.13 3.27  0.5029
H 1.27 -7.63 4.05  0.3687
H -2.56 6.97 -1.97  0.3896
H 4.10 -0.93 0.37  0.3344
H 2.61 -1.04 -0.44  0.1235
H -0.14 3.32 4.02  0.4878
H 2.98 -4.62 3.09  0.3459
H -2.75 -1.11 0.35  0.3108
H -1.64 6.08 0.13  0.4589
H -2.63 -0.81 -1.17  0.3301
H -4.34 2.08 1.27  0.2510
H 0.07 -3.81 0.03  0.4663
H -2.89 5.48 -3.93  0.4374
H 2.28 2.54 3.69  0.4957
H 1.77 -6.68 5.44  0.3153
H -3.38 1.09 0.20  0.2264
H -0.84 -6.09 4.34  0.3884
H 1.09 -2.76 -1.03  0.4035
H -2.45 2.73 -4.70  0.2816
H -1.99 0.38 -4.51  0.3252

HOMO energy (alpha / beta), eV: -7.61 / -7.62
Relative energy (zero: lowest compared OMol25 entry of this formula, charge and spin), eV: 4.977
Multiplicity: 2
LUMO (alpha / beta), eV: -1.80 / -1.31
HOMO-LUMO gap (alpha / beta), eV: 5.810 / 6.308
<S²>: 0.765

---

DFT (ωB97M-V/def2-TZVPD) results for a single C24H23N5O5 molecule in a non-equilibrium geometry.

Last column: Mulliken charge in e.
Geometry (Å):
O 3.46 -0.15 -0.29  -0.7744
O -0.83 2.58 -3.28  -0.6524
O 1.07 1.37 2.44  -0.3775
O -4.58 1.46 -0.02  -0.6729
O 1.24 1.89 -2.75  -0.1735
N -0.17 -0.25 0.52  0.2037
N -1.86 -0.80 1.97  -0.4834
N -4.05 0.05 1.71  0.0164
N 3.72 -3.56 -3.96  -0.6254
N 1.39 -0.14 -1.22  0.0280
C 0.32 0.27 -0.67  0.0930
C -2.49 -2.27 4.21  -1.2827
C 4.50 -3.28 -2.92  -0.3922
C -5.34 0.12 2.15  -0.4795
C 0.74 -0.87 1.47  -0.9287
C -4.82 -1.37 3.94  -0.5359
C 2.64 -0.59 -1.09  -0.0468
C -3.52 -1.45 3.52  0.8517
C -3.72 0.80 0.53  -0.2938
C 2.99 -1.62 -2.10  0.6656
C 0.87 0.02 2.73  -0.4089
C 2.40 1.72 2.12  -0.4596
C -3.12 -0.72 2.36  0.1370
C -1.47 -0.13 0.89  0.5236
C -1.84 1.37 -0.98  -1.2139
C -5.75 -0.56 3.24  -0.6700
C 1.78 2.62 -3.85  -0.3138
C 2.02 4.08 -3.48  -1.1690
C -0.08 1.96 -2.57  0.1887
C 2.59 -2.88 -4.09  -0.5241
C -0.55 1.19 -1.38  0.9540
C 2.18 -1.91 -3.20  -0.2385
C 4.18 -2.33 -1.97  -0.4154
C -2.34 0.67 0.13  1.1191
H 1.09 2.56 -4.69  0.3385
H 1.25 -1.37 -3.34  0.4456
H -2.94 -2.84 5.03  0.3990
H 1.71 -1.00 1.00  0.3749
H 4.84 -2.12 -1.13  0.4480
H 1.69 -0.38 3.35  0.4733
H -1.71 -1.63 4.60  0.2421
H 5.41 -3.86 -2.86  0.3823
H 2.66 4.14 -2.60  0.2994
H -2.49 2.03 -1.53  0.5886
H 2.50 4.59 -4.31  0.4037
H 2.78 1.19 1.24  0.1576
H 3.07 1.52 2.97  0.3167
H -2.03 -2.96 3.51  0.3130
H -6.77 -0.49 3.58  0.4189
H 2.39 2.79 1.92  0.2389
H -5.14 -1.91 4.81  0.4267
H 0.35 -1.85 1.77  0.3937
H -5.98 0.76 1.55  0.4790
H -0.07 -0.03 3.29  0.1983
H 2.00 -3.14 -4.95  0.3823
H 1.07 4.57 -3.26  0.3049
H 2.72 2.12 -4.08  0.3263

HOMO energy, eV: -8.41
Relative energy (zero: lowest compared OMol25 entry of this formula, charge and spin), eV: 0.754
LUMO, eV: -0.83
SMILES: CCOC(=O)c1cc2c(=O)n3cccc(C)c3nc2n(CCOC)/c1=N\C(=O)c1ccncc1
HOMO-LUMO gap, eV: 7.585

---

| no. | energy (eV) |
| --- | --- |
| 1 | -40763.7563 |
| 2 | -93658.7414 |
| 3 | -128671.3755 |
| 4 | -42949.9382 |